The following is a quantum chemistry calculation of a structure of composition C44H103InN7O16 in a non-equilibrium geometry, from the Open Molecules 2025 dataset.

The total energy is -3514.720314 hartree. As for the total charge: +1.

```
171
Properties=species:S:1:pos:R:3:forces:R:3:mulliken_charge:R:1
In -2.28743 2.35008 -2.63660 0.13 0.11 -0.11 0.807
C 1.46933 -0.57226 -0.40078 -2.63 0.91 -1.04 0.339
C 0.28800 0.18442 -0.75008 -1.92 2.32 -1.92 -0.343
C -0.71383 0.76961 0.39794 -1.14 1.32 -1.41 0.162
O -1.61865 1.59688 0.09553 2.69 -2.54 0.59 -0.125
C -0.49844 0.26720 1.73599 -2.91 2.67 -3.20 0.474
C 0.59823 -0.45339 1.94728 3.62 -3.67 6.16 -0.746
C 1.60973 -0.90128 0.92494 5.25 -1.11 1.39 -0.511
O 2.79304 -1.36699 1.17093 -4.04 0.93 0.66 -0.381
O 0.79546 -0.73295 3.19408 0.19 0.34 -3.27 -0.600
O 0.00616 0.58643 -1.90034 0.92 -1.12 2.15 -0.017
H 2.23986 -0.85221 -1.10384 -0.02 0.05 -0.15 1.086
H -1.22337 0.54537 2.48666 0.21 -0.24 0.32 0.702
C -3.71601 -2.31021 -0.55708 0.17 -1.74 -1.08 -1.844
C -3.33671 -1.21802 -1.58291 0.17 -0.17 1.70 1.585
C -3.50725 -1.57679 -3.09236 -0.24 1.60 1.25 -0.880
O -3.24922 -0.40773 -3.93173 0.06 -1.71 0.40 0.055
C -3.60052 -0.65567 -5.31206 1.22 0.29 0.86 -0.902
N -4.07733 -0.03143 -1.26364 -1.48 1.25 -1.20 -0.189
H -3.52150 -2.03268 0.47890 0.04 0.30 -0.15 0.371
H -3.17051 -3.23257 -0.75653 0.76 0.00 0.12 0.394
H -4.70914 -2.75549 -0.61628 -0.61 0.83 -0.12 0.425
H -2.33260 -0.95547 -1.24987 0.70 -0.29 -0.95 -0.761
H -4.57042 -1.77192 -3.23265 -0.17 -0.62 0.02 0.459
H -2.89550 -2.46619 -3.24343 0.18 0.12 -0.75 0.194
H -3.12452 -1.57022 -5.66577 -0.13 -0.26 0.03 0.338
H -3.08762 0.15610 -5.82788 -0.53 0.11 -0.27 0.167
H -4.67736 -0.69731 -5.47571 -0.02 0.15 0.03 0.314
H -4.96875 -0.19383 -1.70982 -0.51 0.59 -0.29 0.253
H -4.35172 0.13208 -0.30547 0.62 -0.50 0.33 0.122
C -0.97232 -3.54060 4.46778 0.80 0.85 0.01 -1.126
C -0.92518 -4.28275 5.82388 -1.57 0.22 -1.92 1.308
C -2.12950 -3.79386 6.70523 2.02 -0.60 0.50 -0.942
O -1.78738 -2.61969 7.40632 -0.55 1.31 -0.50 -0.365
C -2.96933 -2.11336 8.07162 1.28 -1.08 0.17 -0.696
N -1.03742 -5.72764 5.54636 0.30 0.20 1.25 -0.777
H -1.59201 -3.96489 3.67780 -1.01 -0.10 0.67 0.507
H -0.07694 -3.44650 3.85334 0.89 -0.34 0.75 -0.030
H -1.18549 -2.49959 4.71059 -0.54 0.12 -0.36 0.131
H 0.02077 -4.11217 6.33787 -0.22 0.10 0.08 -0.400
H -2.22610 -4.54300 7.49107 -0.54 -0.54 -0.02 0.499
H -3.05342 -3.71792 6.13190 -0.10 0.12 -0.19 0.313
H -3.32503 -3.01285 8.57409 -1.01 0.24 0.12 0.347
H -3.66017 -1.67329 7.35246 -0.20 -0.08 0.14 0.234
H -2.69548 -1.41699 8.86419 0.20 0.19 -0.38 0.217
H -1.06437 -6.08668 6.49000 0.48 -0.89 0.29 0.326
H -1.97002 -5.98636 5.25753 -0.35 0.37 -0.66 0.284
C 2.65201 -5.36817 6.64050 -1.36 -1.39 -0.84 -1.394
C 3.25791 -4.39639 5.65805 0.04 2.07 0.76 0.685
C 3.08601 -4.72405 4.14570 0.10 0.99 0.17 -0.927
O 3.73619 -3.78170 3.26112 0.52 0.16 1.30 0.134
C 3.95252 -4.24601 1.93663 -0.47 -1.06 1.64 -0.842
N 2.78907 -3.02909 6.08342 0.23 -0.22 -1.06 -0.616
H 2.68855 -5.01921 7.67248 0.57 -0.18 -0.12 0.389
H 2.94386 -6.40848 6.49671 0.77 -0.06 0.41 0.447
H 1.58885 -5.49945 6.43911 -0.37 0.41 -0.13 0.272
H 4.32978 -4.40373 5.85588 0.21 0.19 -0.25 0.202
H 2.04850 -4.72229 3.81155 -0.38 -0.45 0.39 0.296
H 3.50786 -5.72901 4.13139 0.09 -0.30 -0.80 0.309
H 4.45738 -3.51905 1.30043 -0.53 0.25 0.34 -0.157
H 2.96492 -4.59405 1.63397 0.00 0.04 -1.08 0.502
H 4.60157 -5.11785 2.01874 0.18 -0.34 -0.39 0.414
H 1.78417 -3.00320 6.18139 -0.24 -0.12 -0.29 0.152
H 3.11939 -2.77521 7.00349 0.43 -0.22 0.03 0.289
C 1.87558 -4.50985 -2.57755 0.09 0.11 -0.32 -1.303
C 0.75474 -4.39324 -3.65949 1.80 0.77 -0.44 1.130
C 0.92482 -5.31245 -4.86156 0.15 -0.63 0.95 -1.220
O 2.22234 -5.30299 -5.41291 -0.39 0.58 -0.93 -0.414
C 2.50007 -4.16060 -6.29281 0.35 -0.78 1.21 -0.701
N -0.61726 -4.39107 -3.24568 -0.73 0.24 0.55 -0.415
H 1.85262 -3.71903 -1.82777 -0.46 0.15 0.00 0.201
H 2.86304 -4.40648 -3.02737 -0.15 0.21 -0.54 0.385
H 2.03068 -5.43374 -2.02034 -0.87 -0.38 -0.12 0.418
H 0.91491 -3.45098 -4.18351 0.21 0.85 0.63 -0.360
H 0.15282 -5.04448 -5.58288 0.01 0.14 -0.40 0.554
H 0.62586 -6.28049 -4.45953 0.60 -0.71 -0.54 0.468
H 3.22038 -3.53080 -5.77070 -0.04 0.21 0.04 0.252
H 1.61336 -3.56527 -6.51063 -0.12 -0.20 -0.12 0.289
H 3.00288 -4.50683 -7.19581 -0.35 -0.19 -0.03 0.272
H -1.16060 -4.64993 -4.05677 -0.45 -0.03 0.10 0.248
H -0.87059 -5.00953 -2.48842 0.32 -0.23 -0.01 0.238
C 3.97635 3.86305 -2.98790 -0.23 -0.62 0.11 -1.190
C 3.66208 2.49312 -2.40546 -0.51 -0.57 1.26 0.309
O 2.55686 1.80754 -3.01874 0.39 0.85 -1.24 -0.499
H 4.94607 4.15152 -2.58227 0.15 -0.04 -0.30 0.503
H 3.30264 4.65555 -2.66208 -0.32 -0.19 -0.25 0.117
H 4.01188 3.76482 -4.07288 0.12 0.38 -0.03 0.262
H 3.37031 2.59609 -1.36029 0.28 0.24 0.31 -0.293
H 4.56820 1.88727 -2.40563 0.01 -0.20 -0.29 0.584
H 2.26279 1.00082 -2.58941 0.25 0.19 0.30 -0.033
C -2.83678 0.17972 4.64492 -0.35 -1.06 0.37 -0.394
C -4.35884 0.35300 4.45372 1.06 0.13 -0.70 -0.115
O -4.86542 1.12830 5.49036 0.14 0.78 0.99 -0.542
H -2.19613 1.06049 4.68872 -0.58 0.38 0.20 0.426
H -2.38661 -0.44627 3.87448 -0.37 -0.17 -0.31 -0.107
H -2.68961 -0.41913 5.54371 0.25 0.26 0.26 0.057
H -4.87395 -0.60758 4.44721 0.24 -0.30 -0.23 0.312
H -4.49020 0.83838 3.48664 -0.39 0.10 -0.29 0.112
H -5.80765 1.29749 5.41837 -0.01 -0.18 -0.25 0.308
C 0.14560 -0.08757 -4.79509 1.22 0.08 -0.61 -1.325
O -0.35331 1.20669 -4.68657 -0.32 1.53 -0.77 0.129
C 0.34860 2.12160 -5.58729 -0.54 1.00 2.56 -0.851
C 0.13439 3.57868 -5.04291 -0.27 -0.29 0.16 -0.620
N 0.32089 3.72132 -3.54653 -0.41 -0.29 -1.22 0.953
C 0.40645 5.10639 -3.04820 -0.72 0.01 -0.37 -1.041
C 0.20021 5.33426 -1.51627 0.72 -0.09 -2.64 -0.827
O -0.88700 4.58299 -1.10555 -0.66 -0.32 1.08 0.319
C -0.94631 4.74173 0.31671 0.21 -1.45 -0.17 -0.901
H -0.16990 -0.77536 -4.01054 -0.54 0.32 -0.17 -0.032
H 1.22490 0.03591 -4.70587 0.45 -0.59 0.06 0.521
H -0.03766 -0.43909 -5.81045 -0.20 -0.63 -0.01 0.526
H -0.01892 2.10781 -6.61337 0.02 -0.39 -0.04 0.455
H 1.42300 1.95149 -5.51791 0.06 -0.51 -0.23 0.358
H -0.83930 3.90528 -5.40809 -0.33 0.17 0.59 0.200
H 0.84332 4.19448 -5.59636 0.29 0.22 -0.06 0.460
H 1.23258 3.29560 -3.45891 0.08 -0.42 0.82 -0.590
H -0.41005 5.69427 -3.46750 -0.07 -0.18 -0.51 0.296
H 1.33403 5.53879 -3.42333 0.16 0.50 0.35 0.541
H -0.05506 6.39069 -1.43324 0.34 0.33 0.28 0.398
H 1.13206 5.13039 -0.98884 -0.04 -0.23 0.46 0.394
H -1.16643 5.77346 0.59090 0.23 -0.03 0.20 0.387
H 0.01308 4.33474 0.63613 0.41 0.81 0.69 0.206
H -1.61436 4.02484 0.79408 -0.69 0.33 -0.55 -0.031
C -4.52455 2.71296 0.44431 -0.22 -0.65 1.77 -0.844
O -3.95695 3.48462 -0.56804 0.44 -0.85 -0.43 0.257
C -4.82016 4.52162 -0.88485 -1.40 1.54 0.00 -0.929
C -4.21892 5.59573 -1.75976 0.85 -0.49 0.22 -0.758
N -3.89533 5.04752 -3.06385 0.95 -0.14 -0.66 0.132
C -3.35833 6.09374 -4.00882 -1.51 -0.16 1.50 -0.223
C -4.58254 6.82254 -4.65795 3.22 -0.30 -1.38 -0.915
O -5.51855 5.82265 -4.95075 -1.54 1.09 -0.86 -0.289
C -6.47307 6.31741 -5.92819 -0.42 -0.01 0.63 -0.895
H -3.99984 1.79185 0.69796 0.38 0.13 -0.87 -0.428
H -5.57806 2.46219 0.32046 -0.14 0.03 -0.61 0.567
H -4.48830 3.21458 1.41135 -0.02 0.70 0.12 0.464
H -5.16026 4.97283 0.04726 0.04 0.38 0.25 0.429
H -5.75520 4.22137 -1.35775 -0.14 -0.82 -0.22 0.421
H -3.32572 5.90303 -1.21582 0.15 0.60 -0.35 0.156
H -4.93195 6.39105 -1.97688 -0.13 0.46 1.06 0.446
H -4.83031 4.83797 -3.38322 0.11 -0.65 -0.79 0.368
H -2.67310 5.69964 -4.75932 -0.30 -0.37 0.03 -0.012
H -2.78607 6.75955 -3.36282 0.10 0.32 -0.27 0.346
H -4.19262 7.17774 -5.61184 0.13 0.08 -0.45 0.451
H -4.77187 7.79552 -4.20455 -1.40 -0.43 0.91 0.416
H -6.05529 6.72242 -6.84989 0.70 -0.19 0.09 0.332
H -7.04709 7.13300 -5.48840 -0.09 0.05 0.15 0.356
H -7.18008 5.54128 -6.22121 0.28 -0.24 0.35 0.267
C 6.78318 -3.62704 3.53949 -0.25 0.83 -0.14 -0.786
O 6.14694 -2.44070 2.91201 1.66 -1.88 -0.41 -0.096
C 7.07391 -1.95849 1.90822 -1.26 1.09 0.09 -0.856
C 6.37021 -0.89196 1.01431 0.43 -0.43 0.81 -0.471
N 5.81476 0.20855 1.77876 -1.03 0.25 0.16 -0.132
C 4.99172 1.06771 0.94718 -0.20 0.78 0.37 -0.307
C 4.18249 2.19802 1.62653 0.29 -0.47 1.93 -0.853
O 3.36646 1.78873 2.72142 -0.26 -2.10 -1.39 -0.151
C 2.56667 2.78625 3.28951 0.68 -0.76 -1.12 -0.489
H 7.68624 -3.28641 4.04600 0.11 -0.08 0.05 0.389
H 7.04394 -4.44307 2.86554 0.21 0.42 -0.85 0.380
H 6.17544 -4.18818 4.24933 -0.64 1.01 0.16 0.031
H 7.41191 -2.74087 1.22870 0.09 -0.32 0.13 0.385
H 7.93405 -1.50059 2.39667 0.26 -0.06 0.12 0.471
H 5.61139 -1.42389 0.44042 -0.35 0.25 0.11 0.122
H 7.06166 -0.43353 0.30732 0.57 -0.60 -0.46 0.476
H 6.57557 0.77615 2.12387 0.13 -0.08 0.34 0.284
H 4.36642 0.45173 0.30091 -0.29 -0.08 0.24 -0.099
H 5.59783 1.66056 0.26216 0.40 0.11 -0.59 0.520
H 3.64957 2.73538 0.84208 -0.42 0.11 -0.08 0.393
H 4.78468 2.90758 2.19399 1.11 0.46 -0.96 0.443
H 1.95361 2.20320 3.97677 -0.04 0.82 0.44 0.158
H 1.98096 3.20463 2.47097 -0.55 0.51 0.18 0.028
H 3.25503 3.53843 3.67485 -0.51 0.39 0.69 0.332
```
Positions in Å, forces in eV/Å.